# 1
{"formula": "C23H29N3O4", "method": "ωB97M-V/def2-TZVPD", "smiles": "CCOC(=O)C1CCN(c2c(N3CCN(Cc4ccccc4)CC3)c(=O)c2=O)CC1", "homo_lumo_gap_ev": 8.063, "charge": 0, "de_lowest_kj_mol": 256.91, "homo_ev": -7.43, "elements": ["C", "C", "O", "C", "O", "C", "C", "C", "N", "C", "C", "N", "C", "C", "N", "C", "C", "C", "C", "C", "C", "C", "C", "C", "C", "O", "C", "O", "C", "C", "H", "H", "H", "H", "H", "H", "H", "H", "H", "H", "H", "H", "H", "H", "H", "H", "H", "H", "H", "H", "H", "H", "H", "H", "H", "H", "H", "H", "H"], "positions_angstrom": [[0.11, 2.95, -4.64], [0.12, 1.54, -4.07], [-1.21, 1.10, -3.78], [-1.62, 1.09, -2.52], [-0.94, 1.42, -1.58], [-3.07, 0.64, -2.42], [-3.43, 0.35, -0.96], [-2.50, -0.75, -0.41], [-2.06, -1.64, -1.47], [-0.78, -1.64, -1.93], [0.50, -1.39, -1.42], [1.12, -1.27, -0.24], [0.52, -1.45, 1.06], [0.52, -0.10, 1.82], [1.83, 0.50, 1.89], [2.71, -0.10, 2.89], [2.17, 0.15, 4.28], [2.13, -0.86, 5.22], [1.65, -0.61, 6.50], [1.20, 0.65, 6.84], [1.23, 1.67, 5.90], [1.72, 1.42, 4.63], [2.41, 0.61, 0.57], [2.46, -0.73, -0.18], [1.08, -1.41, -2.77], [2.13, -1.03, -3.25], [-0.26, -1.86, -3.28], [-0.71, -2.30, -4.32], [-3.09, -1.88, -2.46], [-3.37, -0.60, -3.28], [-0.28, 3.65, -3.89], [-0.52, 2.99, -5.52], [1.12, 3.24, -4.90], [0.52, 0.83, -4.80], [0.72, 1.49, -3.16], [-3.66, 1.48, -2.79], [-3.31, 1.24, -0.35], [-4.47, 0.04, -0.91], [-3.02, -1.34, 0.35], [-1.62, -0.28, 0.03], [-0.49, -1.86, 0.97], [1.13, -2.17, 1.62], [0.13, -0.24, 2.83], [-0.12, 0.61, 1.28], [3.68, 0.40, 2.80], [2.87, -1.18, 2.75], [2.48, -1.85, 4.97], [1.63, -1.41, 7.23], [0.83, 0.84, 7.83], [0.88, 2.65, 6.16], [1.74, 2.20, 3.88], [3.41, 1.04, 0.65], [1.78, 1.30, 0.00], [2.85, -0.60, -1.19], [3.10, -1.44, 0.36], [-3.98, -2.21, -1.93], [-2.77, -2.68, -3.13], [-2.75, -0.59, -4.17], [-4.42, -0.59, -3.58]], "nbo_charge": [-0.63, -0.08, -0.51, 0.82, -0.64, -0.32, -0.42, -0.22, -0.42, 0.11, 0.15, -0.40, -0.24, -0.23, -0.45, -0.26, 0.06, -0.24, -0.21, -0.22, -0.21, -0.23, -0.22, -0.25, 0.43, -0.58, 0.41, -0.59, -0.23, -0.42, 0.21, 0.21, 0.22, 0.21, 0.21, 0.25, 0.23, 0.21, 0.20, 0.23, 0.22, 0.20, 0.22, 0.21, 0.21, 0.17, 0.21, 0.21, 0.21, 0.21, 0.22, 0.20, 0.21, 0.26, 0.19, 0.19, 0.25, 0.25, 0.21]}

# 2
{"formula": "C23H29N3O6S", "method": "ωB97M-V/def2-TZVPD", "smiles": "CCOC(=O)N1CCN(C(=O)[C@@H](C)N(c2ccc(Oc3ccccc3)cc2)S(C)(=O)=O)CC1", "homo_lumo_gap_ev": 8.913, "charge": 0, "de_lowest_kj_mol": 102.49, "homo_ev": -8.38, "elements": ["C", "C", "O", "C", "O", "N", "C", "C", "N", "C", "O", "C", "C", "N", "C", "C", "C", "C", "O", "C", "C", "C", "C", "C", "C", "C", "C", "S", "C", "O", "O", "C", "C", "H", "H", "H", "H", "H", "H", "H", "H", "H", "H", "H", "H", "H", "H", "H", "H", "H", "H", "H", "H", "H", "H", "H", "H", "H", "H", "H", "H", "H"], "positions_angstrom": [[-1.22, 4.33, -8.26], [0.13, 4.40, -7.55], [0.03, 3.92, -6.21], [0.08, 2.57, -6.06], [0.20, 1.79, -6.98], [0.00, 2.21, -4.76], [-0.25, 3.15, -3.69], [0.15, 2.55, -2.35], [-0.58, 1.32, -2.09], [-0.47, 0.60, -0.96], [-0.97, -0.51, -0.86], [0.29, 1.21, 0.22], [-0.67, 1.84, 1.22], [1.15, 0.20, 0.81], [0.82, -0.58, 1.94], [1.81, -0.78, 2.89], [1.56, -1.54, 4.01], [0.30, -2.11, 4.20], [0.12, -2.89, 5.31], [-1.10, -2.96, 5.93], [-1.98, -1.88, 6.00], [-3.16, -2.01, 6.70], [-3.48, -3.20, 7.33], [-2.60, -4.26, 7.28], [-1.41, -4.15, 6.58], [-0.69, -1.93, 3.23], [-0.42, -1.18, 2.11], [2.19, -0.54, -0.27], [1.53, -2.20, -0.56], [3.47, -0.68, 0.35], [2.12, 0.22, -1.49], [-1.09, 0.64, -3.28], [-0.07, 0.81, -4.41], [-1.97, 4.88, -7.70], [-1.53, 3.30, -8.36], [-1.12, 4.77, -9.25], [0.47, 5.43, -7.45], [0.87, 3.80, -8.09], [-1.31, 3.44, -3.68], [0.34, 4.05, -3.87], [1.22, 2.34, -2.35], [-0.07, 3.28, -1.57], [0.99, 1.97, -0.14], [-1.45, 1.15, 1.50], [-0.12, 2.13, 2.12], [-1.12, 2.72, 0.78], [2.79, -0.34, 2.73], [2.32, -1.71, 4.76], [-1.72, -0.95, 5.52], [-3.84, -1.17, 6.75], [-4.41, -3.29, 7.88], [-2.84, -5.19, 7.78], [-0.71, -4.97, 6.53], [-1.65, -2.41, 3.35], [-1.17, -1.09, 1.33], [2.08, -2.62, -1.39], [0.47, -2.10, -0.79], [1.69, -2.78, 0.35], [-1.23, -0.41, -3.03], [-2.05, 1.07, -3.57], [-0.36, 0.24, -5.30], [0.91, 0.45, -4.06]], "nbo_charge": [-0.64, -0.07, -0.53, 0.90, -0.66, -0.45, -0.22, -0.23, -0.44, 0.72, -0.68, -0.12, -0.61, -0.69, 0.09, -0.18, -0.25, 0.28, -0.50, 0.37, -0.31, -0.19, -0.23, -0.19, -0.28, -0.24, -0.23, 2.32, -0.88, -0.94, -0.97, -0.24, -0.23, 0.21, 0.23, 0.22, 0.19, 0.20, 0.19, 0.24, 0.22, 0.21, 0.23, 0.22, 0.23, 0.22, 0.24, 0.23, 0.23, 0.21, 0.21, 0.22, 0.23, 0.22, 0.25, 0.25, 0.27, 0.25, 0.25, 0.20, 0.25, 0.21]}

# 3
{"formula": "C23H29N3O7", "method": "ωB97M-V/def2-TZVPD", "smiles": "CCCCOc1ccc(/C=C/C(=O)OCC(=O)c2c(N)n(C)c(=O)n(C)c2=O)cc1OCC", "homo_lumo_gap_ev": 8.193, "charge": 0, "de_lowest_kj_mol": 107.22, "homo_ev": -7.91, "elements": ["C", "C", "C", "C", "O", "C", "C", "C", "C", "C", "C", "C", "O", "O", "C", "C", "O", "C", "C", "N", "N", "C", "C", "O", "N", "C", "C", "O", "C", "C", "O", "C", "C", "H", "H", "H", "H", "H", "H", "H", "H", "H", "H", "H", "H", "H", "H", "H", "H", "H", "H", "H", "H", "H", "H", "H", "H", "H", "H", "H", "H", "H"], "positions_angstrom": [[4.38, 1.48, -3.90], [4.71, 0.07, -3.42], [3.92, -0.99, -4.17], [4.21, -2.40, -3.67], [3.93, -2.56, -2.29], [2.67, -2.40, -1.79], [2.63, -2.04, -0.45], [1.44, -1.87, 0.23], [0.23, -2.06, -0.43], [-1.05, -1.90, 0.21], [-1.30, -1.44, 1.45], [-2.68, -1.32, 1.93], [-3.67, -1.70, 1.36], [-2.70, -0.71, 3.14], [-3.98, -0.36, 3.63], [-3.90, 0.94, 4.40], [-4.42, 1.00, 5.52], [-3.17, 2.04, 3.81], [-2.77, 3.11, 4.62], [-3.22, 3.22, 5.87], [-1.92, 4.06, 4.14], [-1.49, 5.17, 4.98], [-1.42, 4.03, 2.84], [-0.62, 4.86, 2.46], [-1.91, 3.05, 2.03], [-1.43, 3.06, 0.66], [-2.83, 2.05, 2.41], [-3.28, 1.33, 1.55], [0.27, -2.44, -1.77], [1.45, -2.62, -2.47], [1.51, -3.00, -3.78], [0.33, -3.28, -4.50], [-0.25, -4.66, -4.19], [3.32, 1.69, -3.75], [4.60, 1.59, -4.96], [4.96, 2.22, -3.35], [5.78, -0.11, -3.55], [4.50, -0.01, -2.35], [2.85, -0.78, -4.06], [4.16, -0.95, -5.24], [5.29, -2.60, -3.73], [3.67, -3.14, -4.27], [3.58, -1.89, 0.05], [1.46, -1.59, 1.28], [-1.92, -2.18, -0.38], [-0.53, -1.11, 2.13], [-4.35, -1.14, 4.31], [-4.68, -0.27, 2.79], [-2.84, 3.88, 6.52], [-3.82, 2.44, 6.17], [-0.92, 4.81, 5.84], [-0.85, 5.80, 4.37], [-2.35, 5.75, 5.31], [-1.70, 4.01, 0.19], [-0.35, 2.95, 0.64], [-1.91, 2.23, 0.14], [-0.68, -2.60, -2.27], [-0.41, -2.49, -4.35], [0.65, -3.24, -5.55], [-1.12, -4.83, -4.81], [-0.54, -4.73, -3.15], [0.50, -5.42, -4.40]], "nbo_charge": [-0.60, -0.40, -0.43, -0.06, -0.50, 0.26, -0.23, -0.18, -0.12, -0.09, -0.33, 0.78, -0.60, -0.51, -0.17, 0.57, -0.62, -0.45, 0.53, -0.77, -0.43, -0.44, 0.80, -0.62, -0.46, -0.42, 0.70, -0.61, -0.26, 0.30, -0.53, -0.06, -0.64, 0.20, 0.20, 0.21, 0.19, 0.20, 0.21, 0.21, 0.18, 0.20, 0.22, 0.21, 0.22, 0.21, 0.21, 0.25, 0.40, 0.46, 0.20, 0.27, 0.21, 0.21, 0.21, 0.25, 0.22, 0.17, 0.19, 0.22, 0.21, 0.22]}

# 4
{"formula": "C23H29N9O", "method": "ωB97M-V/def2-TZVPD", "smiles": "COc1ccc2cc([C@@H](c3nnnn3C3CCCC3)N3CCCCCC3)c3nnnn3c2c1", "homo_lumo_gap_ev": 8.710, "charge": 0, "de_lowest_kj_mol": 5.57, "homo_ev": -8.61, "elements": ["C", "O", "C", "C", "C", "C", "C", "C", "C", "C", "N", "N", "N", "N", "C", "C", "C", "C", "C", "N", "C", "C", "C", "C", "C", "C", "C", "N", "N", "N", "N", "C", "C", "H", "H", "H", "H", "H", "H", "H", "H", "H", "H", "H", "H", "H", "H", "H", "H", "H", "H", "H", "H", "H", "H", "H", "H", "H", "H", "H", "H", "H"], "positions_angstrom": [[7.46, 2.24, -0.23], [7.12, 0.87, -0.24], [5.81, 0.53, -0.16], [5.54, -0.85, -0.19], [4.26, -1.32, -0.12], [3.17, -0.44, -0.02], [1.81, -0.89, 0.04], [0.78, -0.02, 0.11], [-0.69, -0.36, 0.14], [-1.34, 0.44, -0.95], [-1.10, 0.29, -2.24], [-1.89, 1.14, -2.87], [-2.60, 1.80, -2.06], [-2.29, 1.40, -0.82], [-2.90, 1.99, 0.34], [-2.77, 3.52, 0.30], [-4.04, 4.00, 0.98], [-5.10, 3.06, 0.42], [-4.42, 1.69, 0.41], [-0.97, -1.78, 0.08], [-2.27, -2.09, 0.65], [-2.67, -3.55, 0.47], [-1.64, -4.55, 1.00], [-0.22, -4.30, 0.46], [-0.21, -3.86, -1.01], [-0.72, -2.41, -1.20], [1.09, 1.36, 0.18], [0.34, 2.44, 0.32], [1.16, 3.47, 0.34], [2.38, 3.12, 0.23], [2.39, 1.78, 0.12], [3.46, 0.94, 0.01], [4.76, 1.43, -0.06], [7.02, 2.76, -1.08], [7.15, 2.72, 0.70], [8.55, 2.26, -0.30], [6.38, -1.53, -0.27], [4.07, -2.39, -0.15], [1.63, -1.95, 0.02], [-1.08, 0.01, 1.10], [-2.38, 1.59, 1.21], [-2.77, 3.84, -0.74], [-1.85, 3.85, 0.78], [-3.96, 3.88, 2.07], [-4.26, 5.05, 0.77], [-5.35, 3.36, -0.60], [-6.02, 3.05, 1.01], [-4.64, 1.14, 1.32], [-4.74, 1.09, -0.44], [-3.07, -1.47, 0.20], [-2.23, -1.85, 1.72], [-2.86, -3.75, -0.58], [-3.61, -3.71, 1.00], [-1.97, -5.55, 0.71], [-1.61, -4.51, 2.09], [0.35, -5.22, 0.55], [0.26, -3.54, 1.06], [-0.81, -4.55, -1.60], [0.82, -3.93, -1.38], [-1.63, -2.41, -1.83], [0.02, -1.82, -1.74], [4.90, 2.49, -0.03]], "nbo_charge": [-0.26, -0.48, 0.34, -0.25, -0.14, -0.16, -0.08, -0.05, -0.09, 0.33, -0.33, -0.06, -0.08, -0.18, -0.03, -0.41, -0.40, -0.40, -0.42, -0.45, -0.21, -0.41, -0.40, -0.40, -0.42, -0.24, 0.30, -0.33, -0.03, -0.08, -0.18, 0.25, -0.34, 0.18, 0.18, 0.21, 0.23, 0.22, 0.22, 0.23, 0.22, 0.23, 0.24, 0.19, 0.22, 0.21, 0.21, 0.21, 0.22, 0.17, 0.19, 0.20, 0.22, 0.20, 0.20, 0.21, 0.21, 0.20, 0.20, 0.19, 0.23, 0.25]}